The following is a quantum chemistry calculation of a molecular structure, C53H69InN2O2P2Si, from the Open Molecules 2025 dataset.

Computed properties:
E_LUMO	0.5	eV
max |F|	0.418	eV Å⁻¹
ΔE to the lowest compared entry with this formula, charge and spin	1.024	eV
calculated total energy	-94788.29964	eV
multiplicity	1
total charge	0
E_HOMO	-7.0552	eV

Cartesian coordinates (Å):
1 In -0.54766 -0.90534 -0.21224
2 C -3.12532 0.54486 2.04606
3 Si -1.30455 0.76996 1.53645
4 C -0.40665 0.48816 3.19503
5 C -1.02022 0.96682 4.35907
6 C -0.55951 0.64522 5.62357
7 C 0.52578 -0.20644 5.76139
8 C 1.15193 -0.69810 4.63023
9 C 0.71706 -0.34920 3.34952
10 P 1.62401 -0.91722 1.86354
11 C 3.00991 0.31788 1.81051
12 C 4.02319 0.41368 2.95346
13 C 5.06554 1.49141 2.64843
14 C 4.42725 2.85042 2.39591
15 C 3.38949 2.75701 1.28442
16 C 2.35044 1.69435 1.61505
17 C 2.15566 -2.65829 2.25424
18 C 2.12350 -3.43099 0.91430
19 C 3.00634 -4.67019 0.95672
20 C 4.47824 -4.26870 1.11864
21 C 4.62883 -3.01736 1.99990
22 C 3.47441 -2.94039 2.99291
23 C -1.12104 2.54060 0.87527
24 C -1.01816 3.56377 1.82286
25 C -0.96020 4.89965 1.46450
26 C -1.00836 5.24700 0.12448
27 C -1.09827 4.25269 -0.83355
28 C -1.15270 2.90084 -0.49152
29 P -1.19819 1.58885 -1.77966
30 C -0.10752 2.05328 -3.23183
31 C -0.73911 2.59857 -4.53127
32 C -0.71151 4.11372 -4.69848
33 C 0.69762 4.65057 -4.50190
34 C 1.19062 4.30775 -3.10593
35 C 1.18207 2.80453 -2.83725
36 C -2.94230 1.59491 -2.40154
37 C -3.53100 2.93211 -2.91998
38 C -4.63260 3.46674 -2.01224
39 C -5.79424 2.47879 -1.92436
40 C -5.29876 1.03574 -1.70737
41 C -3.82987 1.00729 -1.30335
42 H -3.57523 1.49534 2.33444
43 H -3.19570 -0.12523 2.90321
44 H -3.73370 0.12531 1.24989
45 H -1.90060 1.59123 4.27846
46 H -1.05739 1.03913 6.49877
47 H 0.88291 -0.48442 6.74304
48 H 2.00005 -1.35888 4.74510
49 H 3.54312 0.08464 0.88351
50 H 4.53706 -0.52920 3.11245
51 H 3.50144 0.66418 3.88363
52 H 5.62267 1.18823 1.75457
53 H 5.78969 1.54864 3.46377
54 H 5.19051 3.59432 2.15870
55 H 3.93220 3.18661 3.31394
56 H 3.87548 2.49563 0.33925
57 H 2.89684 3.72049 1.13337
58 H 1.59602 1.64838 0.83267
59 H 1.84423 1.97448 2.54567
60 H 1.33138 -3.01793 2.88305
61 H 2.47955 -2.78011 0.10636
62 H 1.09153 -3.68003 0.65502
63 H 2.87129 -5.25746 0.04795
64 H 2.69346 -5.31262 1.78469
65 H 4.91526 -4.07822 0.13595
66 H 5.04103 -5.09833 1.55158
67 H 4.62344 -2.11905 1.37610
68 H 5.59179 -3.02464 2.51461
69 H 3.65666 -2.21568 3.78455
70 H 3.38990 -3.91095 3.49275
71 H -0.96374 3.30799 2.87346
72 H -0.87064 5.66393 2.22507
73 H -0.96528 6.28498 -0.17675
74 H -1.10861 4.54030 -1.87588
75 H 0.21386 1.03334 -3.48463
76 H -1.75170 2.22059 -4.65671
77 H -0.16459 2.17422 -5.36300
78 H -1.38725 4.60005 -3.98806
79 H -1.08613 4.36645 -5.69312
80 H 0.73243 5.72867 -4.67081
81 H 1.35747 4.19217 -5.24700
82 H 0.57324 4.83071 -2.36927
83 H 2.20974 4.67349 -2.95769
84 H 1.42401 2.61417 -1.78971
85 H 2.00261 2.35896 -3.40969
86 H -2.93059 0.87016 -3.22444
87 H -3.94674 2.77724 -3.92090
88 H -2.75872 3.68715 -3.03516
89 H -4.98693 4.42859 -2.38898
90 H -4.21859 3.66317 -1.01920
91 H -6.37276 2.53276 -2.84939
92 H -6.47156 2.77605 -1.12226
93 H -5.41777 0.44953 -2.62239
94 H -5.90003 0.53558 -0.94624
95 H -3.51246 -0.01475 -1.07575
96 H -3.70000 1.59467 -0.39135
97 N -1.23842 -2.52422 1.77784
98 C -1.76323 -3.84238 1.70267
99 C -1.71330 -4.61521 2.85970
100 C -2.31947 -5.85256 2.92521
101 C -3.03898 -6.28796 1.82507
102 C -3.05477 -5.52936 0.67047
103 C -2.35051 -4.32316 0.52093
104 C -2.28735 -3.68270 -0.85118
105 C -2.66901 -4.52898 -1.90967
106 C -2.78343 -4.10387 -3.21558
107 C -2.47668 -2.79291 -3.52835
108 C -1.98444 -1.98585 -2.52384
109 C -1.85353 -2.37923 -1.18467
110 H -2.00543 -1.86719 1.65589
111 H -0.85120 -2.33763 2.69952
112 H -1.21478 -4.20518 3.73085
113 H -2.27382 -6.43720 3.83263
114 H -3.59216 -7.21622 1.86128
115 H -3.65156 -5.89199 -0.14903
116 H -2.85032 -5.57411 -1.72125
117 H -3.08376 -4.80435 -3.98308
118 H -2.55562 -2.42729 -4.54321
119 H -1.63946 -0.99440 -2.81302
120 O 0.81096 -3.46323 -2.65963
121 C 1.42414 -2.43533 -2.51959
122 C 2.74596 -2.12160 -3.21718
123 C 3.20364 -0.81788 -2.58365
124 C 2.02500 -0.42296 -1.71658
125 O 1.94498 0.62335 -1.09425
126 N 1.06329 -1.37568 -1.69839
127 H 2.55175 -2.03826 -4.28750
128 H 3.42716 -2.96022 -3.07448
129 H 3.43361 -0.01791 -3.28667
130 H 4.07234 -0.93527 -1.93243

Atoms 1-3, force components in eV/Å:
In -0.04 -0.22 -0.17
C 0.07 0.02 0.01
Si 0.01 0.02 -0.11

Atom charges from the Mulliken analysis, given in e for atoms 1 to 2: 1.99, -1.88

---

The following is a quantum chemistry calculation of 6 unconnected molecules or ions with the total composition C53H71F5N2O4 in a non-equilibrium geometry, from the Open Molecules 2025 dataset.

Computed properties:
E_LUMO	0.6	eV
max |F|	1.185	eV Å⁻¹
calculated total energy	-80868.39211	eV
multiplicity	1
total charge	0
E_HOMO	-9.0450	eV

Cartesian coordinates (Å):
1 C 7.33839 1.16385 3.31820
2 C 6.57911 2.16269 2.44874
3 C 5.97350 1.57667 1.16664
4 C 6.87492 0.64443 0.34073
5 C 6.07755 -0.50730 -0.30296
6 C 6.00601 -1.73465 0.59845
7 C 4.99605 -2.78005 0.09938
8 C 3.55830 -2.38001 0.42962
9 C 2.47123 -3.18920 -0.27644
10 C 2.59801 -3.26504 -1.80565
11 C 2.94397 -1.94886 -2.50379
12 C 1.72355 -1.01414 -2.64706
13 C 2.08107 0.47296 -2.56369
14 C 0.92433 1.46029 -2.22184
15 C 0.45923 2.15369 -3.52761
16 O 1.24935 3.26821 -3.89082
17 O 0.45865 4.44918 -3.64904
18 C -0.28875 0.93951 -1.42906
19 C -0.10373 1.36895 0.05172
20 C 0.79226 0.31803 0.74118
21 C 1.69452 0.85647 1.84995
22 C -1.51482 1.53458 0.63026
23 C -1.69626 2.06632 2.05458
24 O -0.93745 3.26207 2.23812
25 C -1.37336 1.07945 3.18990
26 N -0.87843 1.77094 4.37518
27 N 0.61784 2.61982 -0.16710
28 C 1.47107 2.51776 -1.24088
29 O 2.50695 3.14315 -1.34726
30 H 7.52651 1.57704 4.30958
31 H 6.79051 0.22393 3.41991
32 H 8.31330 0.91841 2.89195
33 H 7.21272 3.02144 2.21340
34 H 5.75130 2.55984 3.04571
35 H 5.69400 2.41410 0.52073
36 H 5.03700 1.06540 1.40776
37 H 7.68311 0.23120 0.94597
38 H 7.34556 1.21704 -0.46206
39 H 6.53566 -0.77226 -1.25938
40 H 5.07291 -0.12380 -0.50889
41 H 5.70724 -1.42324 1.60604
42 H 6.99650 -2.19305 0.65124
43 H 5.20116 -3.75115 0.55928
44 H 5.13644 -2.89539 -0.97844
45 H 3.41538 -1.32068 0.19100
46 H 3.43226 -2.46510 1.51361
47 H 2.50785 -4.21148 0.11788
48 H 1.48641 -2.80709 0.01066
49 H 1.63418 -3.61321 -2.19613
50 H 3.31769 -4.04831 -2.05880
51 H 3.31749 -2.20137 -3.50116
52 H 3.75864 -1.42967 -1.99835
53 H 1.26488 -1.23874 -3.61570
54 H 0.98213 -1.30011 -1.89886
55 H 2.92492 0.61267 -1.88514
56 H 2.45664 0.77233 -3.54583
57 H 0.50405 1.44453 -4.36078
58 H -0.57643 2.48228 -3.44145
59 H 1.12825 5.02802 -3.26095
60 H -0.58565 -0.09626 -1.53297
61 H -1.13434 1.52149 -1.80626
62 H 1.43056 -0.14665 -0.01155
63 H 0.16183 -0.48430 1.13382
64 H 1.14059 1.41386 2.60373
65 H 2.19982 0.02706 2.34998
66 H 2.47618 1.50223 1.44620
67 H -2.05615 0.59249 0.50856
68 H -2.00238 2.26829 -0.02191
69 H -2.76330 2.30907 2.15358
70 H -1.00837 3.75967 1.41416
71 H -0.72070 0.27625 2.83265
72 H -2.30624 0.59583 3.48859
73 H 0.01510 2.21192 4.20927
74 H -0.77104 1.12398 5.14401
75 H 1.03503 3.06135 0.64190
76 F -1.99009 -1.77748 -0.75330
77 C -3.20451 -2.36790 -0.88345
78 C -4.29055 -1.84743 -0.21433
79 C -5.51925 -2.47443 -0.38124
80 C -5.63459 -3.59631 -1.19061
81 C -4.51933 -4.10353 -1.84741
82 C -3.29397 -3.47653 -1.69709
83 H -4.17737 -0.97593 0.41672
84 H -6.38979 -2.08119 0.12667
85 H -6.59518 -4.07701 -1.31116
86 H -4.60194 -4.97420 -2.47803
87 H -2.41401 -3.83848 -2.20627
88 F -6.00778 -6.73287 -1.34381
89 C -7.19108 -7.36779 -1.47959
90 C -8.28080 -6.90058 -0.77306
91 C -9.49544 -7.55469 -0.92131
92 C -9.60156 -8.65595 -1.75935
93 C -8.48784 -9.10577 -2.45526
94 C -7.26785 -8.45910 -2.32064
95 H -8.17274 -6.04590 -0.11888
96 H -10.36146 -7.20134 -0.37812
97 H -10.55038 -9.16310 -1.86898
98 H -8.56649 -9.96573 -3.10657
99 H -6.38762 -8.78821 -2.85591
100 F -1.25180 5.49321 0.22701
101 C -1.69215 6.69055 0.68663
102 C -3.03056 6.99795 0.56002
103 C -3.47314 8.22175 1.04130
104 C -2.58173 9.10878 1.62958
105 C -1.23970 8.77194 1.73963
106 C -0.78456 7.55021 1.26619
107 H -3.70525 6.29178 0.09522
108 H -4.51988 8.48082 0.95720
109 H -2.93360 10.06050 2.00356
110 H -0.54222 9.45911 2.19884
111 H 0.25451 7.26118 1.35046
112 F -2.63193 -5.84581 -3.74983
113 C -1.42530 -6.02389 -4.33519
114 C -1.35311 -6.81517 -5.46320
115 C -0.11808 -6.99646 -6.06837
116 C 1.01661 -6.39546 -5.54109
117 C 0.91611 -5.60759 -4.40308
118 C -0.31336 -5.41375 -3.78962
119 H -2.24997 -7.27591 -5.85422
120 H -0.04402 -7.60968 -6.95625
121 H 1.97725 -6.54185 -6.01565
122 H 1.79853 -5.14116 -3.98522
123 H -0.40576 -4.80251 -2.90201
124 F -2.59863 7.56426 6.91224
125 C -1.45804 7.19223 6.29288
126 C -1.53440 6.33396 5.21521
127 C -0.35931 5.95853 4.58135
128 C 0.86311 6.43776 5.03386
129 C 0.91180 7.29785 6.12278
130 C -0.25704 7.68556 6.76223
131 H -2.49669 5.96906 4.88255
132 H -0.40359 5.28551 3.73448
133 H 1.77750 6.14075 4.53718
134 H 1.86331 7.66978 6.47908
135 H -0.24550 8.35796 7.60927

Atoms 1-3, force components in eV/Å:
C 0.21 0.03 -0.15
C -0.26 -0.07 0.15
C 0.23 0.20 -0.11

Atom charges from the Mulliken analysis, given in e for atoms 1 to 2: -1.17, -0.64

---

The following is a quantum chemistry calculation of 11 unconnected molecules or ions with the total composition C53H73ClF2NO30Si in a non-equilibrium geometry, from the Open Molecules 2025 dataset.

Computed properties:
E_LUMO	1.4	eV
max |F|	5.836	eV Å⁻¹
calculated total energy	-144887.99639	eV
multiplicity	1
total charge	-1
E_HOMO	-2.5369	eV

Cartesian coordinates (Å):
1 C -5.00458 6.42259 2.04551
2 C -4.01126 7.42322 1.29124
3 Cl -3.82055 8.93924 2.36885
4 C -2.56604 6.81209 0.93580
5 C -2.15603 5.52792 1.85362
6 C -0.59803 5.75807 2.17937
7 C 0.15761 4.47601 2.77579
8 C -0.07617 4.30243 4.38272
9 C 1.25309 3.56288 4.94996
10 N 1.18038 2.07116 4.79454
11 C 2.28099 1.32887 4.16747
12 C 1.86320 -0.16129 4.21659
13 C 0.45734 -0.29085 4.90835
14 C 0.12343 1.18669 5.21882
15 C -2.37088 4.19023 0.96340
16 F -1.24800 4.03450 0.06107
17 F -3.55906 4.43406 0.13035
18 C -2.70814 2.89326 1.83702
19 C -1.83439 1.58545 1.48828
20 Si -2.59634 0.41366 0.18279
21 C -2.01488 -1.38949 0.63248
22 C -4.50791 0.35744 0.16251
23 C -1.79202 0.79734 -1.51867
24 C -0.75092 -0.16242 -2.21074
25 C -0.13128 0.29036 -3.58219
26 C -0.49264 1.62837 -4.28633
27 C -1.55666 2.54070 -3.61257
28 C -2.17191 2.10817 -2.26140
29 H -5.44000 5.61722 1.33935
30 H -5.92408 7.05786 2.36289
31 H -4.58973 5.97743 3.01108
32 H -4.46480 7.78273 0.28868
33 H -1.79354 7.62895 1.22021
34 H -2.39883 6.62191 -0.18913
35 H -0.51902 6.63237 2.92942
36 H -0.08758 6.10361 1.19815
37 H 1.29337 4.69396 2.67232
38 H -0.02940 3.51037 2.19947
39 H -0.15517 5.33923 4.87731
40 H -1.02065 3.67270 4.48678
41 H 1.34799 3.81309 6.06239
42 H 2.21289 3.90063 4.43558
43 H 3.25727 1.74064 3.73587
44 H 2.40471 -1.08781 3.84283
45 H -0.17144 -1.21869 5.12856
46 H -0.80917 1.63464 5.71701
47 H -3.82162 2.60401 1.71782
48 H -2.56267 3.13738 2.94176
49 H -1.72713 0.96184 2.46104
50 H -0.75491 1.83020 1.16958
51 H -2.32656 -2.15957 -0.15757
52 H -0.85853 -1.38386 0.62288
53 H -2.43337 -1.71112 1.65667
54 H -4.96178 1.23999 -0.42451
55 H -4.88870 -0.59623 -0.37537
56 H -4.92282 0.29122 1.23136
57 H -0.43490 -1.17655 -1.74395
58 H 0.63520 -0.37878 -4.11486
59 H -0.01165 1.95420 -5.26349
60 H -1.88426 3.53235 -4.06164
61 H -2.95477 2.79055 -1.77463
62 C -1.25171 -6.39527 -1.62600
63 C -1.31504 -5.97492 -0.18987
64 O -0.37487 -4.91243 -0.12496
65 C -0.25412 -4.40763 -1.38249
66 O 0.33235 -3.39678 -1.65144
67 O -0.88386 -5.19624 -2.29432
68 H -2.20895 -6.76787 -1.99421
69 H -0.48242 -7.15122 -1.80758
70 H -2.30096 -5.59270 0.09124
71 H -1.03973 -6.77886 0.49184
72 C -6.59367 8.10306 6.81877
73 C -6.01621 7.56048 5.55037
74 O -6.63084 6.28274 5.43842
75 C -7.78926 6.33249 6.15078
76 O -8.63325 5.48024 6.13159
77 O -7.86774 7.47526 6.88816
78 H -6.69608 9.18909 6.79871
79 H -6.01075 7.81728 7.69947
80 H -6.28609 8.16175 4.67706
81 H -4.93030 7.46751 5.59413
82 C 3.56425 -3.19699 -4.87704
83 C 2.16198 -3.38850 -5.36056
84 O 1.96249 -2.26586 -6.21662
85 C 3.18983 -1.85809 -6.63252
86 O 3.37662 -1.04141 -7.49540
87 O 4.18119 -2.49238 -5.94980
88 H 4.07255 -4.14328 -4.69011
89 H 3.61574 -2.58169 -3.97448
90 H 2.04128 -4.29941 -5.94220
91 H 1.43649 -3.39028 -4.54547
92 C 3.91932 -6.32083 1.47244
93 C 4.16797 -4.94945 0.92854
94 O 3.80265 -5.07498 -0.44058
95 C 2.93490 -6.11766 -0.53012
96 O 2.30538 -6.39068 -1.51533
97 O 2.87103 -6.81009 0.64092
98 H 3.61253 -6.30559 2.51252
99 H 4.78856 -6.97748 1.36787
100 H 3.53247 -4.19268 1.39707
101 H 5.21048 -4.64540 1.02527
102 C 1.31325 -1.39738 -10.51384
103 C 2.77637 -1.57429 -10.77894
104 O 2.81139 -2.69418 -11.65497
105 C 1.59802 -2.76081 -12.26802
106 O 1.34479 -3.48525 -13.18924
107 O 0.71045 -1.89893 -11.70118
108 H 1.04194 -0.35358 -10.35102
109 H 0.96688 -1.99095 -9.66299
110 H 3.21689 -0.71251 -11.28924
111 H 3.34271 -1.77464 -9.86870
112 C -7.12203 11.97936 4.60510
113 C -6.00512 12.20505 3.63443
114 O -4.84342 11.99566 4.42196
115 C -5.20927 11.20072 5.46786
116 O -4.44043 10.69375 6.23370
117 O -6.56520 11.05667 5.52878
118 H -8.01055 11.56213 4.12874
119 H -7.40128 12.89125 5.14139
120 H -6.01089 11.48104 2.81427
121 H -6.01422 13.21339 3.21754
122 C -1.96428 -8.81916 4.34103
123 C -1.70592 -7.44712 3.79658
124 O -2.07152 -7.57092 2.42909
125 C -2.94725 -8.60980 2.34104
126 O -3.57813 -8.87950 1.35972
127 O -3.01310 -9.30069 3.51209
128 H -2.27313 -8.80155 5.38730
129 H -1.09938 -9.48087 4.23689
130 H -2.33677 -6.68526 4.26365
131 H -0.66066 -7.14975 3.89402
132 C 3.38237 -8.13817 -7.58994
133 C 4.50381 -7.14704 -7.50920
134 O 3.94865 -6.09842 -6.72821
135 C 2.94343 -6.64041 -5.98594
136 O 2.37695 -6.06932 -5.09875
137 O 2.66754 -7.91256 -6.38279
138 H 3.73868 -9.16800 -7.64350
139 H 2.71576 -7.94832 -8.43624
140 H 5.38039 -7.54767 -6.99155
141 H 4.80861 -6.78108 -8.49083
142 C 8.00621 -1.52498 -3.37827
143 C 6.71702 -0.88899 -3.80240
144 O 5.76777 -1.46582 -2.91625
145 C 6.44802 -1.86915 -1.80977
146 O 5.92451 -2.24454 -0.80211
147 O 7.79442 -1.78943 -1.99834
148 H 8.86362 -0.86522 -3.52020
149 H 8.19629 -2.47082 -3.89426
150 H 6.71879 0.19582 -3.66117
151 H 6.46402 -1.11064 -4.84053
152 C 5.54209 -2.29910 4.20625
153 C 6.19614 -2.90634 5.40930
154 O 5.62285 -4.20611 5.46344
155 C 5.20395 -4.51142 4.20618
156 O 4.82493 -5.59906 3.86354
157 O 5.26966 -3.42905 3.38699
158 H 6.19243 -1.59202 3.68947
159 H 4.59865 -1.80208 4.44834
160 H 7.27979 -3.00248 5.29349
161 H 5.98558 -2.34983 6.32369

Atoms 1-3, force components in eV/Å:
C -1.32 1.00 0.05
C -0.09 -1.48 -1.28
Cl -0.18 -0.58 -0.46

Atom charges from the Mulliken analysis, given in e for atoms 1 to 2: -0.94, 0.22